Below is the molecule C5H9NO, with properties calculated with ωB97M-V/def2-TZVPD.

```
16
Properties=species:S:1:pos:R:3
H 1.9775 0.4509 -2.0353
H -0.5305 -2.8770 0.1121
H 0.0156 2.0826 0.0983
H -1.7914 1.5226 1.5514
C -1.6871 0.7997 0.7407
H 2.7544 0.3206 -0.4450
C 0.3590 -2.3407 -0.1995
H -2.4355 1.0059 -0.0245
O -1.8833 -0.4854 1.2378
H -2.5494 -0.4102 1.9364
H 1.9631 1.8318 -0.9389
C 0.3048 -1.0599 -0.4319
C 1.8981 0.7405 -0.9828
N -0.2630 1.1092 0.1677
C 0.6099 0.2265 -0.3937
H 1.2578 -2.9174 -0.3929
```

Computed properties:
**DFT total energy**: -325.73604 a.u.
**Total charge**: 0
**Energy above the lowest of the compared OMol25 structures with the same formula, charge and spin**: 529.09 kJ/mol
**Highest occupied orbital energy (spin up / spin down)**: -0.245 / -0.216 Ha
**Lowest unoccupied orbital energy (spin up / spin down)**: 0.71 / 0.70 eV

---

Below is a structure of composition C23H41BF4N11O3, with properties calculated with ωB97M-V/def2-TZVPD.

```
83
Properties=species:S:1:pos:R:3
C -2.5304 0.0910 1.7254
C -1.3204 -2.0074 -0.3226
H -1.0275 4.0777 -0.8209
O 2.2377 0.1421 -4.5964
H -0.7853 0.3828 0.6084
C 0.1998 4.4435 1.0612
H 1.2874 0.4878 -1.6071
N -1.7655 1.4971 -3.9609
H -3.6525 2.3034 -3.2400
N 3.6221 -1.0759 -0.8697
H 2.4121 1.3929 -2.6074
H 4.5601 -1.3205 -0.5864
C -0.5584 3.5947 0.0363
C -1.5503 -2.4786 1.1070
H -0.6667 -2.3726 1.7364
H 1.7714 1.8427 -0.0870
N 2.6236 2.2923 -0.3899
H 2.5050 -3.0232 3.6792
C 0.1397 -0.8446 3.2213
H -2.1558 -4.4789 0.6369
H -2.2447 -2.1175 -0.8898
H -0.4732 4.9644 1.7423
H 1.2214 -2.0082 5.9944
N 1.1882 -1.5816 2.7336
H -4.6555 -0.3615 2.0412
F 0.9448 1.4116 0.0128
H -3.2399 -3.5943 1.8290
H -1.8941 1.6863 -4.9447
H -1.7938 1.9162 -0.2960
O 4.8157 2.4232 -0.2749
H 1.6178 -1.5693 1.8196
C -2.5468 -0.2677 -0.4525
H -2.3168 -0.4263 -1.4957
H -4.5205 -1.0921 -0.5367
H -2.2736 -1.7439 1.4608
C 1.7408 -2.2692 3.7968
C 3.7341 1.8287 0.0529
C -2.2246 -3.8336 1.5127
O 3.6452 -3.0691 -1.8095
C -3.7847 -0.6135 0.0926
C 1.1413 -1.7226 4.9559
H -2.6364 3.1880 0.4903
C -1.4103 2.0313 1.8016
H 0.6397 -1.3725 -2.4230
F 0.1988 -0.2181 1.3463
H 0.1078 0.5373 -3.8939
H -0.9520 -0.9862 -0.4208
C -2.7619 1.7230 -3.0493
H 2.5432 0.4153 0.9708
H 1.3268 -1.2445 -0.8980
H -2.7710 1.3906 -0.8753
H -0.3827 -0.2138 2.5174
C -2.2991 1.3170 -1.8439
C 1.7250 -0.1058 -3.5537
N 0.9563 -1.1672 -3.3599
B 0.8220 0.0100 0.1334
C -0.7027 0.9493 -3.3110
H -0.4000 0.5647 -1.1926
N -1.2264 1.4644 2.8489
H 2.5979 2.9949 -1.1150
C -0.3031 -2.7687 -1.0583
N 1.7961 0.6041 -2.4718
C -3.8118 -0.1681 1.3953
F 0.0700 -0.3775 -0.9393
N 0.5158 -3.3188 -1.6339
H 1.2128 -2.7033 -1.6766
H 0.6914 5.2756 0.5571
H 0.8765 3.8664 1.6914
C 0.0818 -0.8879 4.5893
H -1.6490 -4.2773 2.3250
F 2.0547 -0.5462 0.0752
C -1.0000 0.9168 -2.0187
N -1.7684 0.1523 0.6301
H 0.7872 -1.8013 -4.1276
H -0.6397 -0.3387 5.1760
N 1.8374 -1.9623 -1.3921
C -1.6678 2.6888 0.4625
N 3.4780 0.6630 0.6793
H 3.0641 -0.4243 -0.3366
C 3.0938 -2.1393 -1.3334
H 0.1746 2.9091 -0.3889
H -1.9908 0.3326 2.6292
H 4.2940 0.1215 0.9262
```

Computed properties:
**DFT total energy**: -2152.10061 a.u.
**Total charge**: -1
**Energy above the lowest of the compared OMol25 structures with the same formula, charge and spin**: 4501.63 kJ/mol
**Highest occupied orbital energy**: -0.178 Ha
**Lowest unoccupied orbital energy**: 2.40 eV

---

Below is a structure of composition C4H6OS, with properties calculated with ωB97M-V/def2-TZVPD.

```
12
Properties=species:S:1:pos:R:3
H -0.3669 1.9501 0.3138
C 0.1994 -1.4649 0.5054
S 2.9436 0.0207 -0.3605
H -0.5245 -1.9365 1.0491
O 1.4793 0.4861 -0.7849
C -0.8701 0.8950 0.1402
H 2.9557 0.4698 0.9891
H 1.1273 -1.9698 0.1188
C 0.0019 -0.2436 0.1460
H -2.2501 -0.3468 -0.8919
H -2.6745 1.4850 -0.7581
C -2.0211 0.6549 -0.4670
```

Computed properties:
**DFT total energy**: -629.27942 a.u.
**Total charge**: 0
**Energy above the lowest of the compared OMol25 structures with the same formula, charge and spin**: 440.41 kJ/mol
**Highest occupied orbital energy (spin up / spin down)**: -0.299 / -0.299 Ha
**Lowest unoccupied orbital energy (spin up / spin down)**: 0.13 / 0.13 eV

---

Below is a structure of composition C5H7N3, with properties calculated with ωB97M-V/def2-TZVPD.

```
15
Properties=species:S:1:pos:R:3
C -1.0126 1.0072 -0.1499
H 2.8459 -0.9082 0.9958
C -0.3173 -0.1814 -0.2034
H 1.3644 -1.8065 -0.0230
C 2.1415 -0.7732 0.0211
N -0.3385 2.1073 0.1777
C -1.7593 -0.8810 0.1185
H 1.6930 2.3688 0.2897
H 2.7889 -0.5936 -0.9398
C 0.9540 0.2496 -0.1129
N -2.3203 0.4099 0.0856
H -1.6782 -1.4952 1.1625
H -2.3996 -1.5728 -0.5178
N 0.9303 1.6088 -0.0411
H -2.8921 0.4601 -0.8632
```

Computed properties:
**DFT total energy**: -358.79562 a.u.
**Total charge**: 0
**Energy above the lowest of the compared OMol25 structures with the same formula, charge and spin**: 584.84 kJ/mol
**Highest occupied orbital energy**: -0.323 Ha
**Lowest unoccupied orbital energy**: 0.85 eV

---

Below is a cluster of 2 separate species, C14H26BrN2O6S in total, with properties calculated with ωB97M-V/def2-TZVPD.

```
50
Properties=species:S:1:pos:R:3
O -4.0690 -4.7309 1.8693
H -2.1451 1.0674 1.2210
H 4.7276 -0.9524 -0.7036
C 2.8085 0.8291 0.2384
H -5.5323 -1.9231 2.3960
C -1.0197 -0.3861 -0.0629
H 3.6026 -0.9326 -3.1007
H 6.0783 2.2122 -0.7610
C 0.4830 -0.0231 -0.1134
H 0.8938 -1.6482 -1.3527
C -1.9512 0.8831 0.1507
H 4.7757 -1.9722 -2.7386
S -4.5714 1.8501 -0.3779
H 4.1634 1.5966 -1.3930
C -3.2711 0.5688 -0.6496
H -5.5961 -4.1998 3.1538
H 6.3165 3.7978 0.0230
C -3.0763 -3.8186 1.9971
H 2.6398 2.4967 -1.2012
H -1.4605 1.7392 -0.3606
O -5.7284 1.1340 0.2158
H -1.2764 -0.7632 -1.0837
C 4.2226 3.0535 0.2136
H -4.3235 2.5721 -2.3956
H -5.1105 -2.3877 0.7349
H 6.0990 2.2980 1.0222
O -3.5747 -2.5606 2.0934
C 2.6045 -0.3212 -0.8246
H 0.9921 2.1697 0.3074
H -3.0928 0.4767 -1.7417
C 5.7743 2.8384 0.1024
H 2.6009 0.2697 -1.7781
C -5.3102 -4.0589 2.1091
H 3.9377 2.9228 1.2747
O -1.9157 -4.0792 2.0180
C 3.7476 -1.3403 -1.0719
C -4.9685 -2.6310 1.7914
H 3.5833 -2.2920 -0.5109
H -6.0980 -4.4554 1.4712
O -4.1027 2.9826 0.4397
C 3.4404 1.9697 -0.6300
H -1.2531 -1.2156 0.6366
C 1.2745 1.1261 0.5369
N 3.8174 -1.7262 -2.5002
Br 3.7582 4.8887 -0.3988
O -5.1095 2.3503 -1.8718
H 1.1759 1.0093 1.6409
N 1.2042 -0.8343 -0.8285
H -3.6394 -0.4162 -0.2862
H 3.4746 0.5665 1.0799
```

Computed properties:
**DFT total energy**: -4081.90838 a.u.
**Total charge**: +1
**Highest occupied orbital energy**: -0.472 Ha
**Lowest unoccupied orbital energy**: -4.15 eV

---

Below is a cluster of 2 separate species, C3H4N2O in total, with properties calculated with ωB97M-V/def2-TZVPD.

```
10
Properties=species:S:1:pos:R:3
C 0.4991 -0.3432 1.7541
H 1.2014 1.6197 -1.5343
H -1.6529 -1.0245 0.0474
C -0.3532 0.0343 -1.0632
H -0.0881 -1.1328 2.1566
N -1.2827 -0.9485 -0.8917
H -2.0365 -0.8650 -1.5613
C 0.4682 0.8757 -1.3268
N 1.2551 0.4676 1.4210
O 1.9897 1.3166 0.9982
```

Computed properties:
**DFT total energy**: -301.27649 a.u.
**Total charge**: 0
**Energy above the lowest of the compared OMol25 structures with the same formula, charge and spin**: 553.30 kJ/mol
**Highest occupied orbital energy**: -0.326 Ha
**Lowest unoccupied orbital energy**: 0.73 eV

---

| no. | strongest force on any atom (Eh/bohr) |
| --- | --- |
| 1 | 0.0469 |
| 2 | 0.3616 |
| 3 | 0.0808 |
| 4 | 0.0920 |
| 5 | 0.0919 |
| 6 | 0.0161 |